Entry 1:
# H20O10

10 unconnected molecules or ions with the total composition H20O10 (ωB97M-V/def2-TZVPD, the OMol25 dataset).

```
30
H20O10 ωB97M-V/def2-TZVPD
O -3.7999 6.2061 -5.0722
H -3.1946 6.1851 -5.8134
H -4.6175 5.8500 -5.4199
O 2.2213 9.2567 -11.5630
H 2.6207 10.0301 -11.9612
H 1.7152 9.6002 -10.8267
O 4.1048 1.4716 -6.4342
H 4.1899 0.8739 -7.1770
H 4.0054 2.3364 -6.8322
O 1.0596 11.1729 -6.7122
H 0.8125 12.0197 -7.0837
H 2.0020 11.2433 -6.5600
O 4.7238 5.0195 -8.8108
H 5.5896 4.6263 -8.9211
H 4.9022 5.9236 -8.5518
O 0.2568 9.3495 -2.6122
H 1.1103 9.7786 -2.6720
H 0.2397 8.7448 -3.3540
O 2.3002 2.1883 -11.5831
H 2.6065 1.3375 -11.2691
H 2.8564 2.8245 -11.1335
O -3.3885 11.0516 -5.1404
H -2.5439 10.6481 -5.3407
H -3.7164 10.5606 -4.3870
O 0.5713 6.9492 -7.7423
H 1.3513 6.4450 -7.9739
H 0.8793 7.8535 -7.6819
O -2.2076 6.6964 -12.2982
H -2.9263 6.1028 -12.5154
H -1.7746 6.2853 -11.5500
```

Summary:
**Highest occupied orbital energy**: -11.22 eV
**Net charge**: 0
**Structure (SMILES)**: O.O.O.O.O.O.O.O.O.O

Charge distribution, Mulliken scheme, values in e: -0.636 0.317 0.319 -0.627 0.318 0.310 -0.636 0.312 0.323 -0.617 0.312 0.311 -0.608 0.313 0.298 -0.625 0.310 0.314 -0.636 0.313 0.321 -0.632 0.307 0.323 -0.629 0.322 0.304 -0.635 0.318 0.317

=====

Entry 2:
# H26O13

13 unconnected molecules or ions with the total composition H26O13 (ωB97M-V/def2-TZVPD, the OMol25 dataset).

```
39
H26O13 ωB97M-V/def2-TZVPD
H -0.3958 0.3444 -0.2105
H 0.7196 1.3478 -0.5205
H -0.3204 0.5112 3.1023
H -1.7289 0.6579 3.1586
H -4.4338 -1.1537 -0.0267
H -4.0862 -0.8953 1.4443
H 2.1656 -2.8066 -0.8399
H 2.8139 -3.6515 -2.0411
H 5.4686 0.5342 2.7320
H 4.2620 1.4235 2.1750
H 3.6725 -2.5906 0.1684
H 4.9604 -1.8810 -0.3812
H 2.0313 3.7767 -0.6439
H 3.2239 4.5849 -1.1839
H 2.2537 0.2148 -1.1083
H 3.1418 1.3974 -0.9937
H -3.6522 0.0554 -0.8396
H -4.0162 0.4876 -2.2630
H -1.6274 1.8928 -0.2370
H -2.6044 0.8410 0.5123
H 0.7160 -2.5426 -1.7052
H 0.5045 -1.4845 -2.8174
H -2.6141 -1.8544 1.4882
H -2.8035 -1.4829 3.0458
H -3.4163 2.1567 -1.7394
H -3.9456 1.8733 -0.3344
O 0.5470 0.4073 -0.4708
O -1.1311 0.0775 2.7826
O -4.0804 -1.5262 0.6971
O 2.4392 -3.7558 -1.1600
O 4.5674 0.9801 2.9441
O 4.0614 -1.7137 0.0276
O 2.5059 3.9854 -1.4133
O 2.3509 1.0993 -0.6609
O -3.4113 -0.1586 -1.8319
O -2.1639 1.6666 0.5956
O 0.8793 -2.3618 -2.6579
O -2.7013 -2.2239 2.4564
O -4.1522 1.7674 -1.2498
```

Summary:
**Highest occupied orbital energy**: -10.37 eV
**Net charge**: 0

Charge distribution, Mulliken scheme, values in e: 0.276 0.358 0.259 0.281 0.272 0.334 0.229 0.334 0.321 0.311 0.374 0.309 0.299 0.316 0.308 0.245 0.243 0.403 0.294 0.236 0.362 0.299 0.404 0.280 0.354 0.394 -0.607 -0.552 -0.641 -0.665 -0.634 -0.622 -0.615 -0.549 -0.600 -0.614 -0.618 -0.634 -0.743

=====

Entry 3:
# C34H45HgN5O

A molecular structure, C34H45HgN5O (ωB97M-V/def2-TZVPD, the OMol25 dataset).

```
86
C34H45HgN5O ωB97M-V/def2-TZVPD
Hg -0.7022 -0.3630 -0.9155
N 0.4321 -3.5181 3.6605
N -0.0097 -2.9183 -2.4241
C 1.6207 2.5844 -0.6367
C 2.6490 1.6657 -0.2879
C 2.6422 1.5266 1.1263
C 3.4953 0.6178 1.9094
H 4.4108 0.3753 1.3579
H 2.9658 -0.3258 2.1153
H 3.7642 1.0693 2.8729
C 1.6119 2.3537 1.6528
C 1.2727 2.5237 3.0774
H 1.9212 3.2715 3.5641
H 1.3821 1.5830 3.6302
H 0.2349 2.8615 3.1848
C 0.9728 2.9977 0.5627
C -0.1879 3.9027 0.6828
H -1.0533 3.3757 1.1140
H -0.4820 4.3007 -0.2930
H 0.0374 4.7516 1.3448
C 3.5939 0.9928 -1.2055
H 4.6240 1.3459 -1.0319
H 3.3490 1.1958 -2.2551
H 3.6018 -0.0994 -1.0636
C 1.3181 3.0542 -2.0055
H 0.3069 3.4747 -2.0649
H 1.3855 2.2302 -2.7284
H 2.0305 3.8345 -2.3260
C -0.4282 -4.4872 3.9014
H -0.2742 -5.0841 4.8123
C -1.5541 -4.7150 3.0776
H -2.3846 -5.3140 3.4502
C -1.5501 -4.1867 1.7730
H -2.3689 -4.3724 1.0708
C -0.4597 -3.4302 1.3886
H -0.2743 -3.0410 0.3841
C 0.3786 -2.8971 2.4352
C 0.9501 -1.6505 2.3240
H 0.9665 -1.2021 1.3346
C -0.2188 -1.6368 -2.5668
C 0.7552 -3.3601 -3.4889
H 1.1334 -4.3660 -3.5427
C 0.8838 -2.3484 -4.3950
H 1.4138 -2.3338 -5.3313
N 0.2455 -1.2377 -3.8261
C 0.0496 0.0346 -4.4216
C 1.1498 0.6446 -5.0587
C 0.9511 1.8742 -5.6970
H 1.7890 2.3108 -6.2484
C -0.2677 2.5505 -5.6147
C -0.4805 3.8467 -6.3470
H -1.0506 4.5520 -5.7258
H -1.0546 3.6816 -7.2732
H 0.4809 4.3024 -6.6192
C -1.3031 1.9929 -4.8596
H -2.2341 2.5569 -4.7266
C -1.1814 0.7237 -4.2855
C -2.3745 0.2245 -3.5293
H -2.3621 -0.8480 -3.3345
H -3.3056 0.4525 -4.0675
H -2.4741 0.7561 -2.5678
C 2.5281 0.0651 -5.0537
H 2.6361 -0.7781 -5.7476
H 2.8906 -0.2462 -4.0647
H 3.2073 0.8546 -5.4026
C 0.5282 -0.8990 4.6366
N -0.8624 -0.9952 4.5178
C -1.6114 -1.6341 5.5900
C -3.0552 -1.2254 5.5080
C -3.5780 -1.5453 4.1356
N -2.7914 -0.8057 3.1764
C -3.3298 -0.6593 1.8455
C -1.4679 -0.5092 3.3602
O -0.8103 0.0982 2.4881
H 0.8537 0.1161 4.8968
H 1.1683 -1.1069 3.3093
H 0.9635 -1.6854 5.2608
H -1.5008 -2.7291 5.5152
H -1.1554 -1.3174 6.5337
H -3.1521 -0.1534 5.7115
H -3.6244 -1.7704 6.2601
H -4.6171 -1.2260 4.0189
H -3.5418 -2.6316 3.9362
H -3.1095 -1.5485 1.2287
H -4.4183 -0.5486 1.9229
H -2.8842 0.2233 1.3739
```

Summary:
**Highest occupied orbital energy (alpha / beta)**: 0.80 / 0.80 eV
**Net charge**: -2

Charge distribution, Mulliken scheme, values in e: 0.105 -0.447 -0.496 0.480 0.407 0.408 -1.401 0.457 -0.001 0.336 0.905 -0.949 0.338 -0.327 0.356 0.146 -1.619 0.126 0.477 0.275 -1.446 0.276 0.265 0.288 -0.709 0.192 -0.268 0.230 -0.542 0.431 -0.493 0.371 -0.163 0.405 -0.889 0.564 -0.153 -0.312 0.234 -0.578 -1.241 0.416 -0.004 0.360 0.464 0.289 1.020 -0.840 0.179 0.945 -1.605 0.367 0.309 0.349 -0.947 0.310 1.707 -2.221 0.422 0.549 0.186 -2.063 0.405 0.389 0.441 -1.219 0.670 -0.557 -0.859 -0.577 0.304 -0.832 -0.081 -0.268 0.511 0.405 0.483 0.139 0.511 0.271 0.420 0.420 0.211 0.114 0.339 0.129

=====

Entry 4:
# C9H16NO

2 unconnected molecules or ions with the total composition C9H16NO (ωB97M-V/def2-TZVPD, the OMol25 dataset).

```
27
C9H16NO ωB97M-V/def2-TZVPD
C -2.7716 0.5183 1.3758
C -0.8690 -2.5750 -0.8235
C -1.0086 -2.6979 0.5411
C -1.2034 -1.3908 -1.4755
C -1.6709 -1.7191 1.2550
C -1.8098 -0.3873 -0.7485
C -2.1422 -0.5968 0.5952
O -0.1802 -3.5449 -1.5318
H -0.6590 -3.6521 0.9354
H -0.7862 -4.2137 -1.8861
H -0.9362 -1.2433 -2.5120
H -1.7571 -1.8606 2.3243
H -2.0115 0.6280 -1.0805
H -2.2880 1.4945 1.4113
H -2.9347 0.2314 2.4064
H -3.7994 0.7752 1.0822
C 2.7526 1.5674 0.2862
C 2.6102 3.0629 0.0526
N 2.0222 0.8149 -0.8025
H 3.8074 1.3305 0.2068
H 2.4492 1.2066 1.2715
H 3.5183 3.3867 -0.4511
H 2.4944 3.5815 0.9881
H 2.4189 -0.1181 -0.9193
H 1.0800 0.7286 -0.4330
H 2.0238 1.3721 -1.6582
H 1.6507 3.3009 -0.4099
```

Summary:
**Highest occupied orbital energy**: -11.75 eV
**Net charge**: +1

Charge distribution, Mulliken scheme, values in e: -1.364 0.091 -0.327 -0.383 -0.560 -0.783 0.780 -0.534 0.410 0.348 0.495 0.348 0.499 0.295 0.376 0.328 -0.320 -1.137 -0.270 0.341 0.369 0.340 0.328 0.371 0.205 0.359 0.397

=====

Entry 5:
# C6H11N

2 unconnected molecules or ions with the total composition C6H11N (ωB97M-V/def2-TZVPD, the OMol25 dataset).

```
18
C6H11N ωB97M-V/def2-TZVPD
C 2.1601 0.0954 -0.2739
C 0.8908 -0.6225 0.1454
C -0.3667 0.1755 -0.0297
C -1.5214 -0.3426 0.7962
C -0.5528 1.2219 -0.8260
C -1.1540 0.3768 2.0207
N -0.7094 0.9763 2.9037
H 2.0956 0.4170 -1.3179
H 3.0236 -0.5668 -0.1764
H 2.3263 0.9795 0.3502
H 0.9787 -0.9792 1.1815
H 0.7325 -1.5254 -0.4658
H -1.5219 -1.4293 0.9692
H -2.5075 -0.0393 0.4256
H -1.4356 -1.3575 -1.5899
H -1.5534 1.6237 -0.9747
H 0.2586 1.6932 -1.3636
H -1.1434 -0.6969 -1.7747
```

Summary:
**Highest occupied orbital energy**: -9.65 eV
**Net charge**: 0
**Structure (SMILES)**: C=C(CC)CC#N.[H][H]

Charge distribution, Mulliken scheme, values in e: -1.414 0.054 -0.122 -0.547 -0.711 0.234 -0.447 0.330 0.378 0.346 0.354 0.269 0.299 0.383 0.111 0.300 0.225 -0.040